Below is a single C11H12N2O2 molecule, with properties calculated with ωB97M-V with the def2-TZVPD basis set.

Each line ends with the Löwdin charge.
Geometry (Å):
C  -2.318  0.730  0.200  -0.2204
C  1.238  -0.349  -0.363  -0.0923
H  1.406  -0.516  -1.428  0.1307
H  -4.414  1.233  0.595  0.1060
O  3.510  -1.709  0.899  0.0747
O  4.762  -0.354  -0.394  0.1106
C  -1.371  -0.229  -0.137  -0.1500
H  -1.056  -2.307  -0.566  0.1097
H  -2.129  2.792  0.278  0.1420
N  2.721  1.675  -0.369  0.0614
C  3.722  -0.540  0.187  -0.4870
C  -3.699  0.441  0.350  -0.0143
C  -0.270  1.706  0.117  -0.0369
H  3.488  2.050  0.201  0.0924
H  1.194  -1.336  0.059  0.1027
C  -4.104  -0.874  0.103  -0.0890
C  -1.787  -1.531  -0.341  -0.0418
C  -0.023  0.368  -0.089  -0.1567
H  -3.451  -2.884  -0.497  0.0984
H  0.388  2.572  0.117  0.1100
H  2.315  0.440  1.334  0.1754
H  -5.110  -1.126  0.252  0.0750
H  2.987  1.628  -1.351  0.0940
C  -3.141  -1.850  -0.294  -0.0883
N  -1.639  1.923  0.275  0.0668
C  2.541  0.351  0.231  -0.3030
H  4.241  -2.303  0.633  0.1298

Properties
ΔE to the lowest compared entry with this formula, charge and spin = 15.0 kcal/mol
E = -686.38004 a.u.
Kohn-Sham gap = 8.581 eV
HOMO = -7.88 eV
SMILES string = N[C@@H](Cc1c[nH]c2ccccc12)C(=O)O

=====

Below is a single C3H2O molecule, with properties calculated with ωB97M-V with the def2-TZVPD basis set.

Each line ends with the Löwdin charge.
Geometry (Å):
H  -0.041  -1.010  0.354  0.1258
C  0.834  -0.151  0.173  -0.0400
C  0.339  0.984  -0.328  -0.0458
O  -2.029  0.328  -0.416  0.2263
H  1.781  -0.553  0.496  0.0603
C  -0.883  0.401  -0.279  -0.3265

Properties
ΔE to the lowest compared entry with this formula, charge and spin = 44.4 kcal/mol
E = -190.59172 a.u.
Kohn-Sham gap = 9.676 eV
HOMO = -9.59 eV

=====

Number 1: maximum force 2.59 eV/A, LUMO level 0.026 hartree. Number 2: maximum force 5.46 eV/A, LUMO level 0.003 hartree.